[1]
This record from OMol25 describes an isolated molecule of C35H33N3O6. The level of theory is the ωB97M-V functional and the def2-TZVPD basis.

Geometry as XYZ:
```
77
Properties=species:S:1:pos:R:3:lowdin_charge:R:1
C 4.0951 -0.6994 -0.0860 -0.024
H 3.5405 -1.5502 -0.4851 0.081
H 5.0587 -1.0185 0.3015 0.097
H 4.2227 0.0472 -0.8718 0.104
O 3.3931 -0.1277 1.0157 -0.022
C 2.1142 0.1551 0.8168 -0.457
O 1.5082 -0.0603 -0.1986 0.144
C 1.4885 0.8104 2.0480 0.012
N 0.2013 1.3323 1.6751 0.065
C 0.0150 2.6055 1.1789 -0.366
O 0.8352 3.4795 1.2504 0.137
C -1.3746 2.6570 0.5771 -0.052
H -1.9131 3.5335 0.9359 0.165
C -2.0231 1.3189 0.9410 -0.043
C -0.9324 0.5452 1.6644 -0.343
O -0.9899 -0.5297 2.1923 0.135
C -2.3753 0.6461 -0.4117 -0.230
N -1.4447 1.2661 -1.3276 0.106
C -0.7590 0.6320 -2.2988 -0.410
O -0.1631 1.1906 -3.1933 0.092
C -0.7358 -0.8844 -2.2178 -0.034
N -1.4744 -1.5090 -1.1550 -0.001
C -2.2922 -0.8835 -0.3002 -0.409
O -3.0047 -1.4646 0.4949 0.083
C -1.2844 -2.9489 -1.0315 -0.078
C 0.0579 -3.2538 -0.4226 -0.198
C 1.1199 -3.7019 -1.1962 -0.031
C 2.3520 -3.9525 -0.6207 -0.038
C 2.5555 -3.7485 0.7427 -0.197
C 1.4888 -3.2848 1.5104 -0.010
C 0.2556 -3.0466 0.9374 -0.011
H -0.5620 -2.6870 1.5424 0.106
H 1.6218 -3.1363 2.5720 0.120
C 3.8661 -4.0136 1.3558 -0.188
C 4.3891 -3.1535 2.3192 -0.046
C 5.6236 -3.4028 2.8892 -0.079
C 6.3531 -4.5181 2.5129 -0.091
C 5.8402 -5.3829 1.5606 -0.081
C 4.6089 -5.1320 0.9845 -0.032
H 4.2063 -5.8204 0.2557 0.112
H 6.4016 -6.2582 1.2676 0.103
H 7.3159 -4.7136 2.9611 0.100
H 6.0189 -2.7234 3.6305 0.104
H 3.8342 -2.2723 2.6069 0.104
H 3.1722 -4.2903 -1.2384 0.115
H 0.9843 -3.8630 -2.2569 0.115
H -1.3767 -3.4016 -2.0235 0.131
H -2.0854 -3.3131 -0.3837 0.132
H 0.3264 -1.1417 -2.1152 0.125
H -1.0793 -1.2803 -3.1845 0.144
C -1.2863 2.6775 -0.9793 -0.152
C -0.0370 3.3232 -1.5158 -0.261
C -0.1178 4.1578 -2.7584 -0.099
C 0.0627 4.8189 -1.4310 -0.098
H -0.7744 5.3552 -1.0096 0.105
H 1.0195 5.2478 -1.1819 0.103
H -1.0765 4.2410 -3.2467 0.102
H 0.7132 4.1178 -3.4429 0.104
H 0.8673 2.7506 -1.3615 0.143
H -2.1465 3.2382 -1.3600 0.135
C -3.8571 0.8817 -0.8349 -0.036
C -4.3254 2.3024 -0.9410 -0.231
C -4.3474 2.9408 -2.1787 -0.056
C -4.7770 4.2506 -2.2922 -0.077
C -5.1977 4.9431 -1.1687 -0.086
C -5.2022 4.3114 0.0626 -0.076
C -4.7760 2.9990 0.1741 -0.045
H -4.8129 2.5086 1.1359 0.114
H -5.5467 4.8393 0.9397 0.104
H -5.5317 5.9661 -1.2555 0.102
H -4.7854 4.7313 -3.2592 0.105
H -4.0154 2.4063 -3.0577 0.121
H -4.4657 0.3439 -0.1042 0.133
H -3.9842 0.3924 -1.8047 0.138
H -2.8996 1.3862 1.5834 0.160
H 1.3574 0.0572 2.8299 0.145
H 2.1252 1.6229 2.4042 0.144
```

For the HOMO-LUMO gap, the calculation gives 9.30 eV. For the LUMO energy, the calculation gives 0.0252 hartree. As for the relative energy (zero: lowest compared OMol25 entry of this formula, charge and spin): 0.000 eV. The structure (SMILES) is COC(=O)CN1C(=O)[C@H]2[C@@H](C3CC3)N3C(=O)CN(Cc4ccc(-c5ccccc5)cc4)C(=O)[C@@]3(Cc3ccccc3)[C@H]2C1=O. The HOMO energy comes out at -8.617 eV.



[2]
This record from OMol25 describes a structure of composition C35H34AuBF2N2O4. The level of theory is the ωB97M-V functional and the def2-TZVPD basis.

Geometry as XYZ:
```
79
Properties=species:S:1:pos:R:3:lowdin_charge:R:1
Au -1.9592 -0.5073 -1.9865 0.864
C 2.3733 1.8969 3.0121 0.007
C 2.2589 0.8738 1.8778 -0.611
C 3.6138 0.2796 1.5366 0.019
O 1.3656 -0.1562 2.2415 -0.024
C 0.0466 0.1666 1.7254 -0.119
C 0.2980 1.4659 0.9276 -0.164
O 1.7190 1.4613 0.7189 -0.016
C -0.4236 1.8531 -0.3936 -0.467
O -0.2931 0.9679 -1.4006 -0.291
C 0.2579 3.2096 -0.7852 -0.116
C 0.1831 4.3573 0.0012 -0.034
C 0.8141 5.5319 -0.3818 -0.111
C 1.5287 5.5825 -1.5727 -0.136
C 1.5949 4.4480 -2.3691 -0.100
C 0.9638 3.2745 -1.9779 -0.011
C -1.8977 2.2316 -0.1120 -0.143
C -2.4713 2.3754 1.1462 -0.041
C -3.7980 2.7640 1.2911 -0.104
C -4.5772 3.0196 0.1743 -0.127
C -4.0169 2.8738 -1.0881 -0.093
C -2.6949 2.4864 -1.2262 -0.054
C -0.6781 -1.0975 1.1439 -0.473
O -1.7837 -0.7035 0.4844 -0.235
C 0.2405 -2.0258 0.3053 -0.065
C 1.2723 -1.4687 -0.5709 -0.084
C 2.3020 -2.4980 -1.1833 -0.138
C 2.1276 -3.8958 -0.8146 -0.103
C 1.0063 -4.3029 -0.1962 -0.103
C 0.0466 -3.3637 0.3336 -0.041
C -1.0726 -1.8766 2.4495 -0.152
C -2.4236 -1.9348 2.7676 -0.023
C -2.8587 -2.5668 3.9270 -0.108
C -1.9446 -3.1498 4.7930 -0.141
C -0.5896 -3.0947 4.4838 -0.113
C -0.1608 -2.4655 3.3241 -0.045
H 2.7782 1.4123 3.9019 0.080
H 1.3971 2.3090 3.2652 0.080
H 3.0312 2.7157 2.7143 0.085
H 4.1127 -0.0742 2.4406 0.081
H 4.2356 1.0428 1.0661 0.088
H 3.4849 -0.5562 0.8529 0.075
H -0.5803 0.4549 2.5783 0.145
H 0.0989 2.2867 1.6294 0.113
H -0.3971 4.3404 0.9177 0.109
H 0.7396 6.4133 0.2465 0.085
H 2.0205 6.4995 -1.8791 0.080
H 2.1427 4.4754 -3.3054 0.087
H 0.9902 2.3704 -2.5725 0.103
H -1.9046 2.1396 2.0374 0.099
H -4.2269 2.8415 2.2846 0.086
H -5.6175 3.3066 0.2840 0.081
H -4.6198 3.0367 -1.9743 0.093
H -2.2583 2.3377 -2.2054 0.103
H 1.6178 -0.4696 -0.3663 0.116
H 3.3182 -2.1556 -1.3532 0.123
H 2.9248 -4.5955 -1.0425 0.085
H 0.8691 -5.3561 0.0306 0.085
H -0.7717 -3.7637 0.9187 0.113
H -3.0949 -1.4714 2.0523 0.111
H -3.9200 -2.6058 4.1516 0.085
H -2.2810 -3.6460 5.6974 0.077
H 0.1372 -3.5509 5.1486 0.083
H 0.8946 -2.4354 3.0856 0.112
F -3.2363 -2.2042 -4.1416 0.011
B -3.3649 -1.1696 -3.2440 -0.863
F -4.6294 -0.6652 -3.3709 0.027
C 1.7446 -0.6825 -2.9482 -0.012
C 1.2798 -1.7899 -2.0299 -0.456
N 0.1313 -2.4896 -2.5026 0.138
C 0.1289 -3.2907 -3.4762 -0.135
C 1.2592 -3.8555 -4.2744 -0.203
N 2.4779 -3.4986 -4.2146 0.108
H 0.9982 0.1108 -2.9433 0.051
H 1.9220 -1.0538 -3.9567 0.057
H 2.6826 -0.2726 -2.5642 0.088
H -0.8398 -3.7000 -3.7696 0.095
H 0.9249 -4.6713 -4.9317 0.090
H 3.0305 -4.0817 -4.8433 0.037
```

For the HOMO-LUMO gap, the calculation gives 5.75 eV. Its total charge is -2. For the LUMO energy, the calculation gives 0.1699 hartree. As for the relative energy (zero: lowest compared OMol25 entry of this formula, charge and spin): 0.000 eV. The HOMO energy comes out at -1.129 eV.



[3]
This record from OMol25 describes an isolated molecule of C35H34BF3O2 at a distorted geometry. The level of theory is the ωB97M-V functional and the def2-TZVPD basis.

Geometry as XYZ:
```
75
Properties=species:S:1:pos:R:3:lowdin_charge:R:1
C -2.9031 -2.1681 -0.8108 -0.004
C -3.0173 -0.7234 -0.3330 -0.423
C -4.3122 -0.0868 -0.7992 -0.013
C -2.7050 -0.5356 1.2386 -0.445
C -3.7863 0.1767 2.0315 -0.015
C -2.3279 -1.8229 1.9648 -0.019
O -1.5598 0.3197 1.2741 0.026
B -1.0017 0.3409 -0.0543 -0.825
C 0.1854 -0.9592 -0.0108 -0.051
C 0.7624 -1.2220 1.1910 0.080
C 1.9947 -2.0630 1.3555 -0.186
C 2.6393 -2.2953 0.0254 -0.046
C 4.1232 -2.5616 -0.0383 -0.484
F 4.4331 -3.8822 -0.2353 0.119
F 4.7579 -1.8816 -1.0514 0.120
F 4.7464 -2.1771 1.1226 0.119
C 1.9463 -2.1901 -1.1367 0.041
C 0.6802 -1.5669 -1.1702 0.088
C 1.5919 -3.3756 2.0254 -0.197
C 0.4585 -4.0770 1.3020 -0.113
C 1.7909 -4.7243 1.4176 -0.099
O -1.9729 0.0062 -1.0140 0.061
H -3.5804 -2.8408 -0.2655 0.093
H -3.1751 -2.2102 -1.8737 0.094
H -1.8703 -2.5313 -0.7174 0.072
H -5.1859 -0.5730 -0.3509 0.092
H -4.3258 0.9828 -0.5598 0.086
H -4.3800 -0.1817 -1.8893 0.094
H -4.7041 -0.4223 2.0656 0.091
H -3.4399 0.3172 3.0600 0.094
H -4.0032 1.1634 1.6108 0.080
H -3.1867 -2.5066 2.0436 0.096
H -1.4870 -2.3364 1.4769 0.052
H -2.0093 -1.5742 2.9855 0.098
H 0.3546 -0.8003 2.1111 0.155
H 2.6884 -1.5385 2.0361 0.168
H 2.3952 -2.5268 -2.0709 0.144
H 0.1691 -1.4428 -2.1251 0.149
H 1.5751 -3.3698 3.1262 0.155
H -0.3681 -4.5117 1.8740 0.117
H 0.1526 -3.6627 0.3351 0.099
H 2.4483 -4.8099 0.5468 0.100
H 1.8354 -5.5725 2.1066 0.115
C 0.1756 1.4851 -0.2560 -0.105
C -0.2657 2.7158 0.5386 -0.115
C -1.6287 2.9821 0.7377 -0.032
C -2.0673 4.0908 1.4679 -0.070
C -1.1371 4.9654 2.0336 -0.103
C 0.2205 4.7755 1.7576 -0.083
C 0.6410 3.6904 0.9737 -0.020
C 1.6908 1.2855 -0.2516 -0.130
C 2.1976 1.3060 -1.5671 -0.112
C 3.5573 1.1763 -1.8286 -0.013
C 4.4294 1.0343 -0.7537 -0.094
C 3.9411 1.0534 0.5588 -0.075
C 2.5684 1.1892 0.8136 -0.042
C 1.0995 1.5845 -2.4990 -0.110
C -0.0741 1.7637 -1.7460 -0.085
C -1.2195 2.2294 -2.3788 -0.002
C -1.2180 2.3909 -3.7665 -0.062
C -0.0626 2.1389 -4.5240 -0.086
C 1.1230 1.7764 -3.8812 -0.024
H -2.3787 2.3305 0.2884 0.098
H -3.1397 4.2578 1.5993 0.104
H -1.4753 5.7858 2.6714 0.097
H 0.9669 5.4681 2.1446 0.097
H 1.6923 3.6088 0.6902 0.113
H 3.9011 1.2020 -2.8670 0.115
H 5.4968 0.9085 -0.9272 0.106
H 4.6247 0.9383 1.3952 0.105
H 2.1873 1.2127 1.8349 0.131
H -2.1001 2.4842 -1.7956 0.113
H -2.1392 2.7115 -4.2595 0.103
H -0.0908 2.2457 -5.6096 0.098
H 2.0569 1.6298 -4.4143 0.103
```

For the HOMO-LUMO gap, the calculation gives 5.18 eV. For the LUMO energy, the calculation gives -0.0935 hartree. As for the relative energy (zero: lowest compared OMol25 entry of this formula, charge and spin): 0.000 eV. The HOMO energy comes out at -7.725 eV.